{
  "formula": "C15H15N8NiO3S2",
  "method": "ωB97M-V/def2-TZVPD",
  "elements": ["Ni", "N", "C", "N", "C", "N", "C", "C", "N", "C", "C", "N", "H", "H", "H", "H", "H", "N", "C", "C", "C", "C", "C", "C", "S", "O", "O", "N", "C", "S", "C", "C", "N", "H", "H", "H", "H", "H", "H", "H", "H", "O", "H", "H"],
  "positions_angstrom": [[-0.0984, -0.0345, -0.0283], [4.0007, 0.5087, 0.4956], [3.0521, 0.2928, -0.4098], [1.9046, 0.1190, 0.2228], [2.2324, 0.2573, 1.5456], [3.5005, 0.4923, 1.7462], [1.1790, 0.1522, 2.5545], [1.3943, 0.2510, 3.9148], [0.3909, 0.1449, 4.7830], [-0.8182, -0.0607, 4.2867], [-1.0512, -0.1652, 2.9153], [-0.0505, -0.0553, 2.0523], [4.9865, 0.6648, 0.3496], [3.2207, 0.2534, -1.4731], [2.3901, 0.4194, 4.3051], [-1.6456, -0.1436, 4.9792], [-2.0453, -0.3063, 2.5263], [-9.3710, 1.4166, -1.4208], [-8.2625, 1.1008, -0.6855], [-7.9958, -0.2284, -0.3329], [-6.8677, -0.5477, 0.3940], [-5.9891, 0.4580, 0.7802], [-6.2410, 1.7848, 0.4423], [-7.3653, 2.1031, -0.2854], [-4.5529, 0.0536, 1.6777], [-4.2812, 1.0749, 2.6514], [-4.6562, -1.3167, 2.1258], [-3.3342, 0.1758, 0.5845], [-2.7935, -0.8800, 0.0487], [-3.1750, -2.5974, 0.2409], [-1.8416, -3.0277, -0.7971], [-1.2249, -1.9224, -1.2449], [-1.7216, -0.7128, -0.7665], [-10.0820, 0.7259, -1.5734], [-9.6366, 2.3764, -1.5381], [-8.6881, -1.0076, -0.6268], [-6.6695, -1.5712, 0.6821], [-5.5623, 2.5610, 0.7706], [-7.5703, 3.1349, -0.5433], [-1.6010, -4.0570, -1.0046], [-0.3736, -1.9065, -1.9147], [-0.6778, 1.9397, -0.1238], [-1.6495, 1.9350, -0.1821], [-0.3425, 2.6741, -0.6483]],
  "forces_ev_per_angstrom": [[-0.0490, 0.4453, 0.2512], [0.0159, -0.0100, -0.0004], [0.0099, -0.0980, 0.0037], [-0.0196, 0.2091, -0.0369], [-0.0059, 0.0041, -0.0485], [0.0069, -0.0063, 0.0144], [0.0082, -0.0544, 0.0175], [0.0014, 0.0036, 0.0181], [-0.0143, -0.0051, -0.0084], [0.0346, 0.0018, 0.0025], [-0.0293, 0.0447, -0.0196], [0.1004, -0.0705, -0.0484], [0.0036, 0.0005, -0.0032], [-0.0013, 0.0189, 0.0027], [-0.0027, -0.0001, 0.0021], [0.0026, 0.0035, 0.0035], [-0.0560, -0.0297, -0.0182], [0.0777, -0.0190, -0.0681], [-0.0515, 0.0015, 0.0130], [0.0012, -0.0213, 0.0038], [0.0018, 0.0324, -0.0271], [0.0258, -0.0137, 0.0139], [-0.0340, -0.0129, 0.0159], [0.0201, 0.0315, 0.0039], [0.0684, 0.0455, 0.0477], [-0.0176, 0.0249, -0.0319], [-0.0033, -0.0359, -0.0279], [-0.0117, 0.0632, 0.0309], [-0.0711, -0.0386, -0.0797], [0.0527, 0.0014, 0.0011], [-0.2710, 0.2192, 0.1320], [0.1711, -0.3900, 0.1865], [0.3970, -0.2212, -0.3380], [-0.0216, 0.0051, 0.0256], [-0.0214, 0.0055, 0.0280], [0.0036, 0.0008, 0.0036], [-0.0026, -0.0005, -0.0031], [-0.0063, 0.0029, 0.0006], [0.0020, -0.0037, 0.0036], [-0.0678, 0.0029, -0.0827], [-0.1012, -0.0453, -0.1442], [-0.0723, -0.0124, 0.1329], [-0.0469, -0.0549, 0.0665], [-0.0264, -0.0248, -0.0389]],
  "mulliken_spin": [1.740, 0.002, 0.001, 0.031, 0.010, -0.002, -0.002, 0.001, -0.003, 0.003, 0.003, 0.046, 0.001, 0.000, 0.000, 0.000, 0.001, 0.000, 0.001, 0.000, 0.001, 0.001, 0.001, 0.000, 0.000, 0.001, 0.000, 0.033, -0.004, -0.001, 0.101, -0.059, 0.056, 0.000, 0.000, 0.000, 0.000, 0.000, 0.000, 0.004, 0.000, 0.036, -0.003, 0.002],
  "charge": 1,
  "homo_ev": [-10.0, -10.0],
  "total_energy_ev": -96569.76125,
  "lumo_energy_ha": [-0.134, -0.155],
  "homo_lumo_gap_ev": [6.3807, 5.8277],
  "e_above_lowest_kcal_mol": 22.0,
  "mol_weight_g_mol": 478.16,
  "spin_multiplicity": 3
}

{
  "formula": "C5H8O",
  "method": "ωB97M-V/def2-TZVPD",
  "elements": ["C", "C", "C", "C", "C", "O", "H", "H", "H", "H", "H", "H", "H", "H"],
  "positions_angstrom": [[0.3675, 0.9030, 1.4353], [0.0468, 0.7639, -0.0433], [0.7033, -0.3300, -0.9240], [-0.2527, -1.4020, -0.3625], [-1.0428, -0.1306, -0.6919], [-0.2965, -0.0352, -1.9578], [0.5201, -0.0518, 1.9473], [1.3002, 1.4727, 1.5238], [-0.4020, 1.4642, 1.9771], [0.0446, 1.7430, -0.5321], [1.7403, -0.4607, -1.2443], [-0.1686, -1.7221, 0.6795], [-0.4379, -2.2302, -1.0500], [-2.1224, 0.0158, -0.7573]],
  "forces_ev_per_angstrom": [[0.0058, -0.0789, 0.0146], [0.0698, 0.1389, 0.0553], [0.4865, -0.0419, -0.0504], [-0.0100, -0.1702, 0.1150], [-0.5129, 0.0698, 0.1183], [-0.0727, -0.0098, -0.1844], [-0.0925, 0.0893, -0.0987], [-0.1312, -0.1047, 0.0457], [0.0548, -0.1096, -0.1479], [0.1485, -0.1466, -0.0191], [-0.1492, 0.1397, 0.0582], [0.0466, 0.1264, -0.1487], [0.0376, 0.0919, 0.1421], [0.1187, 0.0057, 0.1000]],
  "nbo_charge": [-0.629, -0.222, 0.076, -0.427, 0.075, -0.525, 0.207, 0.217, 0.217, 0.212, 0.193, 0.196, 0.216, 0.193],
  "homo_ev": -9.5,
  "total_energy_ev": -7359.23458,
  "lumo_energy_ha": 0.040,
  "homo_lumo_gap_ev": 10.5744,
  "e_above_lowest_kcal_mol": 69.7,
  "mol_weight_g_mol": 84.12,
  "spin_multiplicity": 1
}

{
  "formula": "C16H20N2O2S",
  "method": "ωB97M-V/def2-TZVPD",
  "elements": ["C", "S", "C", "N", "C", "C", "C", "C", "C", "C", "C", "O", "N", "C", "C", "C", "O", "C", "C", "C", "C", "H", "H", "H", "H", "H", "H", "H", "H", "H", "H", "H", "H", "H", "H", "H", "H", "H", "H", "H", "H"],
  "positions_angstrom": [[4.2143, -0.4159, 0.0061], [2.8352, -1.4438, -0.1102], [1.7161, -0.2462, -0.8619], [2.2285, 0.6880, -1.5891], [1.5101, 1.5573, -2.3677], [2.1086, 2.6460, -3.0418], [1.3103, 3.5145, -3.8384], [-0.0424, 3.4454, -3.9447], [-0.5951, 2.4140, -3.2633], [0.1334, 1.4818, -2.3696], [-0.5476, 0.4548, -1.5344], [-1.7271, 0.2425, -1.7679], [0.2683, -0.3218, -0.7332], [-0.4184, -1.1703, 0.3927], [-1.4026, -2.2068, -0.0771], [-2.4334, -2.5497, 0.9526], [-1.9208, -2.4163, 2.3216], [-1.3771, -1.1470, 2.6116], [-0.1613, -1.1384, 3.5286], [-2.4699, -0.3934, 3.3934], [-0.8958, -0.2924, 1.4273], [4.8664, -0.8504, 0.7397], [4.7442, -0.2941, -0.9682], [3.9226, 0.5908, 0.4151], [3.1626, 2.5816, -3.0123], [1.8107, 4.3263, -4.4926], [-0.6975, 4.0961, -4.5877], [-1.7334, 2.3783, -3.1718], [0.3899, -1.7810, 0.8311], [-1.8970, -1.9141, -0.9895], [-0.8617, -3.1567, -0.3037], [-2.7651, -3.5734, 0.9856], [-3.3327, -1.9272, 0.7604], [0.6839, -1.3358, 2.9737], [-0.2396, -1.9316, 4.3348], [-0.0274, -0.1503, 3.9037], [-3.4697, -0.5348, 2.8988], [-2.2167, 0.7303, 3.2243], [-2.5795, -0.6133, 4.4862], [-0.2250, 0.4147, 1.6668], [-1.8683, 0.2423, 1.1709]],
  "forces_ev_per_angstrom": [[1.2848, 2.2688, -0.3990], [-2.4918, -0.3378, -0.0321], [-1.7903, 1.5600, -1.1243], [1.3803, -1.3841, 0.5178], [-1.0921, 1.2214, 0.8156], [-1.7855, -0.3718, -1.1322], [4.3055, 1.4230, -0.8310], [-1.4502, -0.3779, -0.5675], [-2.8027, -2.2158, 3.2527], [-1.0436, 1.5848, -1.6669], [-0.0931, 0.4773, -2.7763], [-0.1791, -0.2291, 1.4470], [0.9429, -1.7210, 1.6372], [2.5278, -0.7011, -2.1851], [0.4765, -1.8711, -1.1807], [-0.6215, 0.8529, 1.7275], [0.6923, -0.2201, -1.4733], [-0.2098, 1.5040, 2.2760], [-1.5396, -2.4244, 1.5063], [-0.7040, 2.2504, -0.8336], [-6.1555, -0.9571, -0.3334], [0.4492, -0.4052, 0.2440], [-0.4243, -0.0026, 0.8439], [0.3007, -0.9454, -0.5958], [1.0647, 0.7724, -0.2542], [-0.4393, -1.4091, 1.4034], [1.0844, -0.6087, 0.8366], [1.6798, -0.3408, -0.3452], [0.1214, 0.5965, -0.2460], [-0.1623, 0.2060, -0.2017], [-0.0715, 0.7469, -0.0148], [0.0006, -0.3861, -0.6143], [0.3126, -0.0599, 0.6152], [2.1546, -0.7540, -1.2015], [0.0632, 1.1299, -0.6560], [-0.1357, 0.6387, 0.6791], [0.8384, 0.0317, 0.4416], [-0.6014, -1.6274, 0.8337], [0.3769, 0.0052, -1.0382], [2.4376, 2.3671, 1.2810], [1.2994, -0.2867, -0.6558]],
  "nbo_charge": [-0.778, 0.291, 0.335, -0.528, 0.163, -0.227, -0.169, -0.267, -0.121, -0.176, 0.662, -0.610, -0.458, -0.007, -0.463, -0.063, -0.534, 0.265, -0.613, -0.625, -0.452, 0.236, 0.239, 0.245, 0.225, 0.215, 0.233, 0.231, 0.222, 0.259, 0.204, 0.206, 0.169, 0.195, 0.217, 0.211, 0.213, 0.195, 0.222, 0.220, 0.218],
  "smiles": "CSc1nc2ccccc2c(=O)n1[C@@H]1CCOC(C)(C)C1",
  "homo_ev": -8.6,
  "total_energy_ev": -34825.23128,
  "lumo_energy_ha": 0.015,
  "homo_lumo_gap_ev": 9.0158,
  "e_above_lowest_kcal_mol": 82.0,
  "mol_weight_g_mol": 304.42,
  "spin_multiplicity": 1
}

{
  "formula": "C4H5NO",
  "method": "ωB97M-V/def2-TZVPD",
  "elements": ["C", "C", "C", "N", "C", "O", "H", "H", "H", "H", "H"],
  "positions_angstrom": [[0.9670, 0.9185, -0.1407], [-0.2537, 0.0230, -0.1008], [-0.8999, -0.2583, -1.3839], [-1.4083, -0.4656, -2.4023], [-0.4182, -0.9684, 0.9697], [-1.1745, 0.2302, 0.9602], [0.9285, 1.6213, -0.9753], [0.9969, 1.4858, 0.7921], [1.8812, 0.3244, -0.2266], [-0.9730, -1.8834, 0.7701], [0.3540, -1.0275, 1.7375]],
  "forces_ev_per_angstrom": [[0.0057, 0.0517, -0.0221], [0.1768, 0.0006, -0.1578], [-0.4264, -0.1766, -0.8739], [0.5501, 0.1975, 1.0179], [0.0813, -0.2836, 0.0782], [-0.1741, 0.1235, 0.0617], [-0.0454, -0.0759, 0.1044], [0.0446, -0.0899, -0.0737], [-0.1295, 0.0769, -0.0452], [0.0372, 0.1524, 0.0626], [-0.1202, 0.0234, -0.1520]],
  "nbo_charge": [-0.624, 0.102, 0.256, -0.292, -0.081, -0.449, 0.233, 0.239, 0.226, 0.199, 0.191],
  "smiles": "C[C@@]1(C#N)CO1",
  "homo_ev": -11.2,
  "total_energy_ev": -7764.90777,
  "lumo_energy_ha": 0.030,
  "homo_lumo_gap_ev": 12.0211,
  "e_above_lowest_kcal_mol": 37.3,
  "mol_weight_g_mol": 83.09,
  "spin_multiplicity": 1
}

Number 4 is which compound? C4H5NO

Which formula does entry 4 have? C4H5NO